[1]
Formula: C5H10O
Source: OMol25
Level of theory: the ωB97M-V functional and the def2-TZVPD basis

Its SMILES is C=CC(=C)C.O. The calculated total energy comes out at -7392.7795 eV. For the energy above the lowest of the compared OMol25 structures with the same formula, charge and spin, the calculation gives 1.986 eV. The largest force on an atom is 2.81 eV Å⁻¹. The LUMO energy comes out at 0.85 eV. As for the multiplicity: 1.

Element x y z (Å)
1 C -1.288 0.319 1.482
2 H -2.206 0.864 1.641
3 H -2.307 0.937 -0.811
4 H 1.829 0.684 -2.191
5 H 1.384 -0.363 1.956
6 H -0.645 0.300 2.362
7 H -0.820 0.475 -1.713
8 H -2.087 -0.751 -1.258
9 H 0.407 -1.624 -0.699
10 C -0.831 -0.196 0.333
11 C 0.426 -0.896 0.109
12 O 1.603 1.163 -1.407
13 C -1.558 0.173 -0.982
14 H 2.254 1.076 -0.697
15 H 2.411 -1.318 0.894
16 C 1.428 -0.844 0.981

=====

[2]
Formula: C5H10FN
Source: OMol25
Level of theory: the ωB97M-V functional and the def2-TZVPD basis

The calculated total energy comes out at -9549.0884 eV. For the energy above the lowest of the compared OMol25 structures with the same formula, charge and spin, the calculation gives 0.000 eV. The largest force on an atom is 4.74 eV Å⁻¹. The LUMO energy (alpha / beta) comes out at 1.13 / -0.47 eV. As for the multiplicity: 3.

Element x y z (Å)
1 F -1.284 -1.846 -0.014
2 C -2.083 -0.844 -0.582
3 C 1.317 -0.692 1.408
4 H -2.181 -0.873 -1.652
5 H -1.808 2.427 0.004
6 H 0.746 1.079 -1.496
7 H 1.594 -0.591 -1.187
8 N -2.313 1.539 -0.171
9 H 1.393 1.523 1.002
10 C -1.649 0.516 -0.303
11 H -3.172 -1.145 -0.127
12 C 1.259 0.441 0.504
13 C 1.484 0.446 -0.981
14 H 1.229 -1.552 0.928
15 H 2.276 -0.683 1.795
16 H 0.661 -0.575 2.162
17 H 2.529 0.829 -1.291

=====

[3]
Formula: C5H7MgO3
Source: OMol25
Level of theory: the ωB97M-V functional and the def2-TZVPD basis

The calculated total energy comes out at -16863.2426 eV. The largest force on an atom is 4.00 eV Å⁻¹. Its charge is +2. The LUMO energy (alpha / beta) comes out at -11.83 / -12.12 eV. As for the multiplicity: 2.

Element x y z (Å)
1 Mg -4.085 -0.720 4.375
2 C 0.772 2.724 2.871
3 H 2.298 1.139 3.480
4 H -5.224 0.542 7.492
5 H 0.161 3.582 2.641
6 O -1.425 1.922 4.985
7 C -3.073 0.962 7.107
8 C -2.301 1.149 4.788
9 H -3.130 2.060 7.111
10 C -4.202 0.331 7.809
11 O -3.131 0.570 5.680
12 H -1.934 0.644 2.882
13 H -2.097 0.637 7.480
14 C 1.639 1.960 3.246
15 H -4.025 -0.299 8.678
16 O -2.559 0.460 3.658

=====

[4]
Formula: C25H32B2N3O12S
Source: OMol25
Level of theory: the ωB97M-V functional and the def2-TZVPD basis

The calculated total energy comes out at -67668.0153 eV. The largest force on an atom is 0.95 eV Å⁻¹. Its charge is -1. The LUMO energy comes out at 0.81 eV. As for the multiplicity: 1.

Element x y z (Å)
1 H -1.332 8.480 5.608
2 H 0.624 -2.364 -5.590
3 C 1.394 -2.556 -4.842
4 C 0.010 5.391 5.288
5 C -0.499 6.628 4.924
6 C -0.690 0.799 4.688
7 H -3.552 -3.582 -6.802
8 O 4.756 -1.510 0.682
9 H 2.496 1.552 -1.062
10 C -4.146 -0.471 -5.584
11 C -5.530 -0.520 -5.522
12 C 1.935 0.694 -1.443
13 O -1.447 -0.528 -5.714
14 H 3.618 -1.576 -3.763
15 H 2.667 -1.552 -1.179
16 H 0.232 -5.762 -2.940
17 C -0.376 5.932 7.618
18 H -1.226 7.857 7.997
19 O 1.015 3.037 6.134
20 H 1.688 -5.946 -1.952
21 C 2.839 -0.873 -3.442
22 H 1.369 1.006 -2.327
23 O -0.129 -0.756 -0.714
24 H 4.647 1.006 -1.679
25 H -7.286 -1.703 -5.859
26 O -2.430 -3.477 5.485
27 C 1.759 -4.315 -3.294
28 C -6.206 -1.667 -5.916
29 O -2.326 -2.071 7.107
30 C 4.547 -0.074 -1.492
31 H 2.344 -2.651 -5.379
32 C -3.466 -1.582 -6.045
33 C -1.224 -0.144 5.551
34 O 0.995 -3.836 -4.288
35 C -1.391 -1.707 3.706
36 C 1.444 -1.429 -3.808
37 N 0.615 3.759 7.025
38 C -0.512 0.499 3.342
39 C -1.568 -1.384 5.040
40 S 0.785 0.265 -0.244
41 H -0.411 1.776 5.061
42 N -2.150 -2.386 5.945
43 O 0.630 3.482 8.206
44 H 0.513 -4.625 -1.590
45 C -5.501 -2.770 -6.379
46 H -0.548 6.897 3.878
47 H 0.875 -0.605 -4.259
48 O 0.164 1.416 0.397
49 H -6.080 0.339 -5.160
50 H -3.605 0.410 -5.275
51 O 2.929 -4.073 -3.170
52 B 5.151 -0.421 -0.089
53 H 3.021 0.063 -3.994
54 N -1.991 -1.540 -6.097
55 H 6.809 0.565 -0.248
56 C -4.117 -2.733 -6.447
57 H -0.727 -0.992 1.802
58 H 5.222 -0.562 -2.220
59 C -0.860 -0.753 2.850
60 H -1.368 0.077 6.598
61 O -1.418 -2.524 -6.519
62 C 0.991 -5.221 -2.370
63 C 0.063 5.069 6.632
64 H -1.666 -2.685 3.340
65 H 3.886 -1.404 1.075
66 H -6.028 -3.664 -6.685
67 C -0.940 7.514 5.897
68 O 6.188 0.356 0.459
69 H 0.901 -1.717 -2.903
70 H 0.358 4.692 4.542
71 H -0.324 5.645 8.657
72 H 1.581 -0.322 0.688
73 C -0.881 7.166 7.241
74 B 2.998 -0.573 -1.842
75 H -0.108 1.237 2.662

=====

[5]
Formula: C8H5N2O5Pb
Source: OMol25
Level of theory: the ωB97M-V functional and the def2-TZVPD basis

The calculated total energy comes out at -26829.3794 eV. For the energy above the lowest of the compared OMol25 structures with the same formula, charge and spin, the calculation gives 0.000 eV. The largest force on an atom is 6.17 eV Å⁻¹. Its charge is +1. The LUMO energy comes out at -4.06 eV. As for the multiplicity: 1.

Element x y z (Å)
1 H -3.012 0.988 1.003
2 C -2.364 1.811 1.378
3 N -0.448 2.833 1.676
4 O 1.667 -2.851 -1.812
5 O 3.216 0.720 1.775
6 C 1.137 -2.020 -1.221
7 O 0.812 2.844 -1.541
8 H 0.555 2.914 1.537
9 C -1.335 3.642 2.276
10 C -2.008 -0.042 -1.655
11 C -1.004 -1.568 1.736
12 H -3.568 3.314 2.439
13 Pb 0.081 -0.005 -0.109
14 C 2.196 0.550 1.276
15 N -1.048 1.714 1.113
16 C -2.594 3.006 2.103
17 O -2.830 -0.154 -2.437
18 H 1.452 0.753 -2.442
19 C 0.999 1.703 -1.773
20 H -0.948 4.563 2.749
21 O -1.436 -2.235 2.521